Record 1
123
Properties=species:S:1:pos:R:3:forces:R:3 method="wB97M-V/def2-TZVPD" charge=+2 homo_ev="-10.6 / -10.6" orbital_gap_ev="3.816 / 4.370" lumo_ev="-6.79 / -6.24" s_squared=3.815 multiplicity=4 e_tot_ev=-326143.7925
Cr 1.75535 -0.52107 0.75956 0.049 -0.380 -0.245
Se -5.44751 -0.58695 1.13474 0.316 0.315 -0.775
P -4.15036 0.61028 -0.04008 -1.618 -0.298 0.354
C -4.68576 0.51180 -1.77255 0.307 0.200 0.306
C -4.72473 -0.77829 -2.29843 0.057 0.086 -0.039
C -5.27734 -0.99232 -3.54550 -0.006 0.003 0.074
C -5.79796 0.07605 -4.26106 -0.082 0.071 -0.003
C -5.74205 1.36172 -3.74468 -0.077 0.019 -0.137
C -5.18774 1.58821 -2.49496 0.216 -0.100 0.136
C -4.13109 2.30956 0.59818 0.182 -0.339 -0.214
C -3.03105 2.80693 1.28462 -0.109 -0.043 -0.139
C -3.12160 4.02001 1.94150 -0.060 0.027 0.137
C -4.30870 4.73017 1.92775 0.067 0.012 0.048
C -5.41504 4.22314 1.26335 -0.071 -0.004 -0.043
C -5.33557 3.00749 0.61046 0.023 0.064 -0.104
C -2.43383 0.05990 0.11221 0.760 0.364 -0.335
C -1.11830 0.37795 -0.28294 -0.211 0.022 -0.052
N -0.30058 -0.33516 0.53568 0.025 0.234 -0.303
N -1.07950 -1.04345 1.34181 0.324 -0.243 0.308
N -2.32527 -0.81051 1.12196 0.354 -0.506 0.325
P -0.34672 1.27165 -1.63934 -1.265 0.028 -0.286
Se 1.78353 1.10732 -1.33159 0.393 -0.604 0.671
C -0.83829 0.44445 -3.18179 0.310 0.349 0.357
C -2.08458 0.69484 -3.74604 0.051 0.135 0.082
C -2.43894 0.06107 -4.92388 -0.006 0.036 -0.087
C -1.56761 -0.83421 -5.52355 -0.029 0.046 0.048
C -0.33629 -1.10072 -4.94680 0.006 -0.032 0.040
C 0.03499 -0.46121 -3.77865 0.170 0.016 0.076
C -0.85455 3.01553 -1.55125 0.321 -0.442 -0.033
C -1.43236 3.72317 -2.59909 0.016 -0.171 -0.030
C -1.72862 5.06523 -2.42653 -0.064 0.073 -0.056
C -1.43819 5.70340 -1.23265 0.041 -0.090 -0.046
C -0.83828 5.00285 -0.19800 0.125 -0.051 -0.034
C -0.54377 3.66339 -0.35650 0.107 -0.052 -0.044
H -4.33895 -1.60340 -1.71383 -0.074 -0.082 0.023
H -5.31839 -1.99009 -3.95200 -0.014 -0.130 -0.056
H -6.25782 -0.09659 -5.22211 -0.043 0.000 -0.114
H -6.14737 2.18829 -4.30900 -0.051 0.062 -0.048
H -5.14168 2.58927 -2.08851 -0.043 0.065 0.016
H -2.11008 2.24236 1.31713 -0.006 -0.006 0.044
H -2.27084 4.40081 2.48444 0.113 0.078 0.092
H -4.37829 5.66836 2.45451 -0.032 0.127 0.057
H -6.34492 4.76773 1.27761 -0.136 0.062 -0.017
H -6.20437 2.57564 0.13206 -0.085 0.032 0.029
H -2.77416 1.37174 -3.26448 -0.063 0.003 -0.105
H -3.39871 0.26982 -5.36878 -0.020 0.017 -0.024
H -1.84873 -1.32371 -6.44221 -0.037 -0.057 -0.114
H 0.34115 -1.79937 -5.41274 0.076 -0.076 -0.052
H 1.00592 -0.65667 -3.34016 0.005 0.011 -0.041
H -1.63754 3.24375 -3.54375 -0.018 -0.008 -0.068
H -2.17968 5.61810 -3.23518 -0.049 0.045 -0.095
H -1.65937 6.75082 -1.11188 -0.073 0.148 0.005
H -0.59610 5.50692 0.72371 0.012 0.037 0.124
H -0.05687 3.10800 0.43780 -0.019 0.044 0.072
N 3.94913 2.43618 2.58474 -0.180 -0.932 -0.780
C 3.02862 2.28419 3.57083 -0.383 -0.048 0.084
C 2.13842 1.35420 3.12391 -0.234 0.056 0.404
N 2.49654 0.91794 1.88667 1.184 1.212 0.157
C 3.63049 1.56504 1.57302 -0.572 0.364 1.141
C 4.35593 1.58771 0.33271 0.845 -0.007 -1.032
N 4.65221 0.61171 -0.55527 0.028 0.949 0.667
C 5.28274 1.18799 -1.62335 -0.067 0.358 -0.171
C 5.41097 2.51789 -1.38289 0.114 -0.189 -0.154
N 4.85245 2.75133 -0.16226 -0.405 -0.660 0.253
H 4.79638 2.97698 2.66360 0.048 -0.026 -0.029
H 3.06532 2.83394 4.48886 0.039 0.067 0.179
H 1.28675 0.95032 3.63133 -0.136 -0.052 0.086
H 5.54303 0.63280 -2.50040 0.067 -0.085 -0.064
H 5.85169 3.29212 -1.97741 0.037 0.143 -0.091
H 4.72789 3.66086 0.25837 -0.093 -0.038 -0.072
C 4.46931 -3.33217 2.62637 0.235 -0.141 -0.007
O 3.21254 -2.69636 2.70694 -0.100 0.037 0.136
C 2.35009 -3.12693 3.66283 -0.561 0.052 0.160
C 2.57280 -4.15770 4.56095 -0.031 0.045 -0.066
C 1.54267 -4.54366 5.41392 -0.090 -0.018 0.125
Br 1.84786 -5.97007 6.63035 -0.030 0.221 -0.209
C 0.31322 -3.91898 5.39782 0.323 -0.060 -0.087
C 0.08656 -2.84841 4.52542 0.830 -0.008 -0.275
C 1.11635 -2.45958 3.66000 0.439 -0.982 0.770
O 0.95457 -1.45627 2.73243 0.256 0.745 -0.828
C -1.24045 -2.25344 4.53553 -0.883 -0.059 0.264
N -2.29699 -2.91896 4.93024 0.900 -0.573 -0.066
C -3.36242 -2.08736 4.78304 -0.263 1.149 -0.251
C -4.71574 -2.28742 5.07225 0.335 0.017 -0.127
C -5.57982 -1.24411 4.82455 -0.029 0.037 0.032
C -5.13083 -0.02504 4.30436 0.495 0.167 0.309
C -3.78963 0.20509 4.03035 -0.410 0.171 0.235
C -2.91701 -0.83693 4.27782 -0.636 -0.558 0.365
N -1.55795 -0.97371 4.13823 0.230 0.042 0.116
H 5.04750 -3.18924 3.54269 -0.012 -0.004 -0.012
H 4.98373 -2.85697 1.79436 0.031 -0.043 0.036
H 4.37086 -4.40361 2.42643 -0.037 0.060 0.018
H 3.51321 -4.67874 4.59894 0.140 -0.058 -0.032
H -0.49039 -4.24461 6.03683 -0.072 0.024 0.073
H -0.00742 -1.46311 2.46894 -0.436 0.043 -0.422
H -5.05054 -3.22601 5.48503 -0.049 -0.093 0.006
H -6.63100 -1.35716 5.04214 -0.087 -0.037 0.009
H -5.84623 0.76583 4.14446 -0.053 0.074 -0.115
H -3.45932 1.15698 3.63964 0.014 0.092 -0.057
H -0.92121 -0.23470 3.89650 -0.083 -0.129 0.092
C 3.76538 -3.17766 -5.54369 0.004 -0.016 -0.026
C 3.97625 -2.70794 -4.14294 0.088 -0.003 0.193
C 2.95738 -2.75924 -3.20212 0.029 0.048 0.088
C 3.11494 -2.28334 -1.90527 0.131 0.172 -0.112
C 2.03138 -2.65102 -0.92153 0.379 -0.037 0.311
C 4.32811 -1.65875 -1.56137 0.114 0.118 -0.005
C 4.51057 -0.90492 -0.24919 0.971 -0.708 -0.913
O 3.57863 -1.04936 0.66114 -1.145 0.193 0.854
C 5.41878 -1.75327 -2.44195 -0.247 -0.104 -0.011
C 6.84091 -1.45780 -2.04590 0.045 -0.066 0.032
C 5.21712 -2.25908 -3.71882 -0.180 0.039 -0.005
H 2.98862 -3.93628 -5.58732 -0.052 -0.058 -0.073
H 4.68477 -3.59115 -5.94914 0.015 -0.043 -0.110
H 3.46548 -2.34074 -6.17406 -0.023 0.016 -0.103
H 2.01482 -3.20888 -3.48353 -0.102 -0.111 0.031
H 1.33893 -3.35163 -1.38895 -0.187 0.248 0.130
H 1.41426 -1.78347 -0.58335 -0.364 -0.489 -0.635
H 2.47693 -3.13512 -0.04821 -0.232 0.078 -0.021
H 5.50989 -1.15603 0.17058 -0.371 0.177 -0.121
H 6.96386 -0.62530 -1.36228 0.105 0.063 0.102
H 7.43584 -1.25888 -2.93292 0.108 0.069 -0.022
H 7.26725 -2.34179 -1.56917 0.038 -0.008 0.054
H 6.05215 -2.31013 -4.40048 0.158 -0.018 -0.089



Record 2
117
Properties=species:S:1:pos:R:3:forces:R:3 method="wB97M-V/def2-TZVPD" homo_ev="-8.5 / -9.3" orbital_gap_ev="8.829 / 9.546" lumo_ev="0.37 / 0.24" s_squared=0.754 multiplicity=2 e_tot_ev=-55693.7611
C -1.20368 -3.64115 3.74980 0.091 -0.219 -0.085
O 0.15290 -3.47437 3.39839 -0.223 0.460 0.076
C 0.32468 -2.93377 2.09506 0.563 -0.056 0.023
C 0.85914 -3.98264 1.11142 -0.508 -0.192 0.073
C 0.30692 -3.80178 -0.30115 0.665 0.173 0.268
C 0.65546 -2.41882 -0.90372 -0.517 -0.607 -0.659
C -0.51303 -1.89879 -1.78013 0.619 0.219 0.721
C -1.49679 -0.98608 -1.01219 -0.496 -0.581 -1.017
C -2.72596 -1.79576 -0.55685 0.678 0.678 0.950
C -3.75549 -0.99585 0.25071 0.090 -0.604 -0.818
C -4.97343 -1.83265 0.73255 0.083 0.961 0.604
C -5.79475 -0.89115 1.68439 0.306 -0.252 -0.782
C -5.08118 -0.50923 2.98760 0.389 0.236 0.046
C -4.98892 0.99569 3.17680 1.235 -1.594 0.542
O -5.84283 1.71961 2.85249 -2.181 1.957 -0.967
O -3.84803 1.47387 3.77556 0.608 -0.535 -0.318
C -5.89407 -2.08830 -0.50307 0.643 -0.604 0.704
C -6.27850 -3.54716 -0.84923 -1.695 0.539 -1.439
C -5.65312 -3.96079 -2.21062 0.075 0.394 0.434
C -7.80825 -3.54046 -1.12782 0.102 -0.117 1.091
N -6.07389 -4.53758 0.21685 1.425 0.130 -0.887
O -6.42866 -5.72140 -0.10191 -0.380 -0.020 0.218
C -4.79243 -4.46903 0.93533 0.406 -0.804 1.752
C -3.57592 -4.94155 0.12901 0.194 0.289 -0.021
C -4.90259 -5.47337 2.13443 0.290 0.737 -0.029
C -4.59258 -3.08200 1.57808 -0.761 0.112 -0.831
H -1.26298 -3.78510 4.82496 0.083 -0.229 0.053
H -1.61275 -4.51411 3.22377 -0.222 0.055 0.131
H -1.81685 -2.75988 3.52378 0.134 0.044 -0.146
H 1.03918 -2.11193 2.19093 -0.089 0.073 0.000
H -0.61821 -2.50947 1.73270 -0.061 -0.033 -0.032
H 1.94819 -3.99391 1.08216 0.091 0.129 0.115
H 0.55925 -4.95005 1.52142 -0.012 -0.099 -0.125
H -0.77043 -3.95839 -0.30437 -0.094 0.063 0.103
H 0.72938 -4.58382 -0.93404 -0.088 -0.033 -0.113
H 1.51676 -2.53026 -1.56330 0.197 -0.035 0.170
H 0.94818 -1.71305 -0.12577 -0.167 0.147 -0.039
H -1.04262 -2.78259 -2.13830 -0.088 0.055 -0.252
H -0.09217 -1.39708 -2.65184 -0.144 0.168 0.003
H -0.97642 -0.49384 -0.18971 -0.170 0.136 0.063
H -1.86556 -0.24844 -1.72960 0.096 0.382 0.257
H -2.34500 -2.56928 0.10818 -0.130 -0.370 -0.193
H -3.15156 -2.23696 -1.45591 -0.191 -0.202 0.083
H -3.22223 -0.49536 1.06410 -0.129 -0.058 0.140
H -4.14891 -0.22470 -0.41902 -0.029 0.260 0.224
H -6.74998 -1.39185 1.84758 -0.049 0.129 0.277
H -5.99796 0.00893 1.10163 -0.194 0.078 0.153
H -5.60944 -0.90022 3.85779 0.104 -0.079 0.080
H -4.05782 -0.87871 3.00118 -0.042 -0.262 0.177
H -3.35739 1.95854 3.09016 -0.021 0.256 0.348
H -5.39931 -1.67401 -1.37934 -0.031 -0.002 -0.116
H -6.80076 -1.49915 -0.37332 -0.048 -0.066 0.089
H -6.26972 -3.49433 -2.97721 0.013 -0.024 -0.132
H -4.65703 -3.54187 -2.33246 0.213 -0.310 -0.030
H -5.67682 -5.03646 -2.36085 0.099 -0.050 0.074
H -8.13232 -4.44032 -1.64149 -0.001 0.040 -0.160
H -8.10131 -2.63017 -1.64243 0.068 -0.094 -0.388
H -8.31387 -3.51514 -0.15758 -0.115 -0.020 -0.050
H -2.70090 -4.76018 0.75848 0.023 0.000 0.046
H -3.58792 -6.01373 -0.04390 -0.317 -0.041 -0.260
H -3.40024 -4.40489 -0.79719 -0.116 -0.050 -0.120
H -5.93342 -5.73937 2.34426 -0.039 -0.150 -0.130
H -4.51223 -4.97618 3.02422 0.096 -0.119 0.065
H -4.28606 -6.34679 1.95842 -0.245 -0.309 0.012
H -3.57614 -3.02052 1.96498 0.110 0.016 -0.112
H -5.23707 -3.07585 2.45834 -0.067 0.011 0.009
C -1.34391 3.34824 -0.77194 -0.102 0.015 -0.254
C -0.82547 4.11143 0.43793 0.031 -0.282 -0.139
C 0.57500 4.71620 0.26345 -0.019 0.140 0.135
O 1.63582 3.78102 0.34031 -0.067 0.130 -0.141
C 1.87500 3.04290 -0.84680 0.207 -0.194 0.155
N -0.88963 3.20885 1.59202 0.048 0.189 0.337
H -0.89224 2.35832 -0.84335 0.040 0.022 -0.021
H -2.42161 3.20177 -0.68979 0.026 -0.012 0.058
H -1.15204 3.88585 -1.70313 0.031 -0.017 0.014
H -1.51101 4.94698 0.60897 0.072 0.024 0.118
H 0.74392 5.41479 1.08803 0.034 -0.055 0.028
H 0.64554 5.30024 -0.66346 -0.054 -0.095 -0.067
H 1.69124 3.64348 -1.74237 -0.082 0.005 0.016
H 1.26404 2.13721 -0.87132 -0.067 0.037 -0.161
H 2.92174 2.73655 -0.83870 0.014 0.086 0.066
H -0.65395 3.73088 2.43284 -0.108 -0.024 0.016
H -0.12807 2.53977 1.50025 -0.087 -0.041 -0.054
C 6.64770 4.56930 3.05105 0.043 0.021 0.195
C 5.21600 4.65302 2.52904 0.341 -0.072 -0.233
C 4.70117 3.34573 1.90821 -0.364 0.034 0.122
O 5.20374 3.06585 0.61091 0.043 -0.188 0.103
C 6.50074 2.49670 0.58312 -0.038 0.203 -0.263
N 5.11803 5.77459 1.58909 -0.212 -0.074 -0.026
H 7.38462 4.62146 2.24970 -0.055 -0.027 -0.050
H 6.85166 5.40279 3.72390 -0.024 0.022 -0.051
H 6.81126 3.64388 3.60767 0.003 -0.001 -0.023
H 4.57280 4.87221 3.38665 -0.088 -0.038 -0.059
H 3.61984 3.43866 1.78352 0.027 0.017 -0.105
H 4.86986 2.49032 2.57635 0.158 0.028 0.001
H 6.67398 1.82760 1.43038 0.000 0.057 0.046
H 7.25775 3.28406 0.56155 0.147 -0.124 0.125
H 6.59888 1.92204 -0.33894 -0.096 -0.021 0.014
H 4.14397 5.89527 1.32261 0.014 0.063 0.065
H 5.57392 5.48942 0.72532 0.069 0.056 0.058
C 8.56839 2.94172 -3.25471 0.197 0.069 0.057
C 8.20330 2.64034 -4.70603 -0.228 -0.044 0.281
C 7.08891 3.54175 -5.26178 0.103 -0.024 -0.237
O 5.78754 3.21186 -4.81218 0.070 0.208 0.015
C 5.46372 3.69472 -3.52176 -0.181 -0.247 0.001
N 7.86385 1.21887 -4.82607 -0.068 0.086 -0.182
H 7.84044 2.53736 -2.55135 -0.052 0.004 -0.066
H 9.53100 2.49311 -3.00732 -0.032 -0.046 -0.037
H 8.64931 4.01739 -3.08299 -0.026 -0.009 0.003
H 9.09697 2.82688 -5.30913 -0.061 0.012 -0.082
H 7.06103 3.41464 -6.34736 -0.059 -0.046 0.017
H 7.30290 4.60239 -5.07391 0.012 -0.019 0.120
H 5.91953 4.66858 -3.32092 0.071 -0.033 0.007
H 5.76343 2.97381 -2.75758 0.041 0.163 0.145
H 4.38011 3.80138 -3.46488 0.006 0.010 -0.087
H 7.72258 0.99432 -5.80745 0.114 -0.053 0.023
H 6.94411 1.08842 -4.41086 0.074 -0.027 0.069



Record 3
72
Properties=species:S:1:pos:R:3:forces:R:3 method="wB97M-V/def2-TZVPD" charge=+2 homo_ev="-12.2 / -12.2" orbital_gap_ev="4.898 / 3.175" de_lowest_kcal_mol=0.24 lumo_ev="-7.32 / -9.04" s_squared=3.802 multiplicity=4 e_tot_ev=-68643.7170
Tc -0.02319 -0.53742 -0.97632 0.599 -2.575 2.378
C -1.20863 1.47561 -0.89357 -2.008 0.900 -1.953
C -1.55425 0.60923 -1.93782 -1.111 2.302 0.246
C -1.06885 0.77684 -3.35498 -0.722 0.235 -0.382
C 0.31338 0.22778 -3.70293 0.286 -0.634 -0.601
C 1.25077 -0.04051 -2.54067 1.190 0.503 0.218
C 1.45918 0.87966 -1.47260 0.832 0.865 -0.622
C 1.08943 2.35516 -1.58196 0.384 0.132 -0.016
C -0.28473 2.65048 -0.98829 0.505 0.399 0.672
C 1.56803 -1.55070 -0.08882 1.098 -0.853 0.282
H -1.95103 1.57014 -0.10289 0.353 -0.426 0.132
H -2.54020 0.14408 -1.82698 0.343 -0.229 0.131
H -1.16399 1.82012 -3.67224 0.166 0.046 0.454
H -1.82123 0.25271 -3.96369 0.348 0.035 0.256
H 0.14024 -0.72335 -4.23169 0.288 0.113 0.157
H 0.81288 0.86262 -4.44918 -0.043 0.044 0.163
H 2.07699 -0.73813 -2.74566 -0.564 -0.081 0.292
H 2.28084 0.70304 -0.76931 -0.238 -0.028 -0.614
H 1.19421 2.70958 -2.62348 -0.231 -0.382 0.290
H 1.85032 2.93057 -1.02153 -0.402 -0.299 -0.258
H -0.12241 3.06044 0.01969 -0.246 -0.222 -0.191
H -0.76813 3.46742 -1.54025 -0.223 -0.257 0.014
H 1.49949 -1.49947 1.00673 0.045 -0.059 -0.434
H 2.58420 -1.24289 -0.35343 -0.139 -0.071 -0.105
H 1.50839 -2.61949 -0.34641 -0.208 -0.024 -0.203
P 1.38773 -1.08369 -7.86229 2.128 0.601 -2.146
P -1.84159 -0.68044 -7.51220 -3.090 1.694 -1.811
N 2.82833 -0.10108 -8.01943 -0.315 0.307 0.599
N 2.07080 -2.39355 -9.00108 -0.656 -1.090 0.328
N -2.07547 1.07319 -7.42428 0.985 0.251 0.215
N -3.52352 -1.00392 -8.10873 0.554 -0.991 0.192
C 0.40134 -0.24000 -9.18404 -0.540 -0.245 0.014
C -1.06867 -0.70961 -9.19930 0.333 -0.127 0.000
C 3.40895 0.54921 -6.91655 0.586 0.272 -0.888
C 4.42836 1.36818 -7.37567 -0.747 -0.700 -0.115
C 4.48439 1.23301 -8.80493 -1.005 -0.759 0.365
C 3.47784 0.35543 -9.17284 0.623 0.533 0.600
C 2.18931 -3.73455 -8.63739 -0.361 2.252 0.019
C 2.66757 -4.47314 -9.71794 0.745 0.542 -2.697
C 2.83100 -3.56245 -10.80699 0.061 -2.302 1.328
C 2.42884 -2.31533 -10.34593 -0.455 0.329 1.299
C -1.83034 1.80911 -6.26421 -0.166 0.818 -0.845
C -1.92324 3.16739 -6.53305 -0.067 -1.234 -0.348
C -2.21731 3.28166 -7.93024 0.086 -1.166 -0.034
C -2.27784 1.99628 -8.45079 0.238 0.769 0.604
C -4.31971 -0.30560 -9.02540 -0.523 -0.677 -0.087
C -5.38067 -1.10953 -9.42634 1.336 0.060 0.828
C -5.22127 -2.37482 -8.76490 0.965 0.550 0.285
C -4.07280 -2.29329 -7.98966 -0.631 0.606 -0.529
H 0.81634 -0.43025 -10.18573 0.015 0.332 0.473
H 0.47910 0.84351 -8.97873 -0.100 -0.387 -0.026
H -1.63144 -0.08015 -9.90529 0.078 -0.397 0.339
H -1.16927 -1.75427 -9.55243 0.120 0.367 0.111
H 3.02696 0.35092 -5.92420 0.164 0.048 -0.091
H 5.06947 1.99062 -6.77272 -0.048 -0.057 0.029
H 5.17520 1.70606 -9.48768 -0.089 0.014 0.120
H 3.18921 0.04736 -10.16448 0.083 0.198 0.247
H 1.90271 -4.04851 -7.64507 0.076 -0.052 0.007
H 2.86942 -5.53632 -9.73932 -0.038 0.165 0.081
H 3.18684 -3.77288 -11.80818 -0.077 -0.053 0.208
H 2.34799 -1.40404 -10.91552 -0.004 -0.178 0.071
H -1.59860 1.29008 -5.36758 -0.096 -0.018 -0.093
H -1.80130 3.97382 -5.82587 -0.021 -0.078 -0.044
H -2.37209 4.18559 -8.49854 0.031 -0.038 0.057
H -2.42588 1.67708 -9.46821 -0.034 0.193 0.105
H -4.09678 0.70622 -9.31428 -0.164 -0.123 0.145
H -6.16270 -0.82195 -10.11263 0.051 -0.001 0.105
H -5.86880 -3.23066 -8.86302 0.049 -0.008 0.078
H -3.58813 -3.01656 -7.35293 -0.133 -0.048 0.038
S -0.66397 0.94141 3.39655 0.169 -0.375 -1.202
C -0.41162 0.41604 1.92704 0.162 0.331 1.056
N -0.24617 -0.02918 0.82022 -0.578 0.441 0.702